A | C2H8NO2PS | ωB97M-V/def2-TZVPD

Results
**Gap between HOMO and LUMO (alpha / beta)**: 8.11 / 8.10 eV
**HOMO energy (alpha / beta)**: -9.0 / -9.0 eV
**Spin multiplicity**: 1

Cartesian coordinates (Å):
C1 -0.526 -0.873 0.507
C2 2.038 -0.667 -1.486
N1 -0.211 0.460 0.099
O1 2.871 1.268 0.297
O2 2.419 -0.930 1.200
P1 -1.021 1.536 1.299
S1 2.117 0.060 0.234
H1 0.024 -1.086 1.374
H2 -1.668 -1.014 0.691
H3 -0.126 -1.553 -0.228
H4 2.566 -0.124 -2.238
H5 2.394 -1.661 -1.284
H6 0.940 -0.740 -1.767
H7 -1.246 2.635 0.519
H8 0.245 1.966 1.628

---

B | C2H8NO2PS | ωB97M-V/def2-TZVPD

Results
**Structure (SMILES)**: CN(C)P(O)(O)=S
**Gap between HOMO and LUMO**: 9.67 eV
**HOMO energy**: -9.3 eV
**Spin multiplicity**: 1

Cartesian coordinates (Å):
C1 1.522 0.240 -0.805
N1 0.194 -0.332 -0.570
C2 -0.906 0.606 -0.429
P1 0.101 -1.728 0.402
O1 -1.290 -2.476 0.174
O2 -0.519 -0.954 2.238
S1 1.594 -2.963 0.278
H1 1.241 1.064 -1.493
H2 1.793 0.781 0.096
H3 2.187 -0.628 -1.053
H4 -1.023 0.939 0.526
H5 -0.690 1.287 -1.263
H6 -1.815 -0.020 -0.509
H7 -1.895 -2.599 0.926
H8 -0.293 -1.674 2.912

---

C | C2H8NO2PS | ωB97M-V/def2-TZVPD

Results
**Gap between HOMO and LUMO (alpha / beta)**: 7.67 / 7.70 eV
**HOMO energy (alpha / beta)**: -8.7 / -8.8 eV
**Spin multiplicity**: 1

Cartesian coordinates (Å):
C1 -0.450 1.467 1.715
C2 1.757 -1.228 -1.225
N1 0.284 1.413 0.453
O1 -1.600 -1.073 0.537
O2 0.417 -1.704 -0.985
P1 -0.699 -0.628 -0.779
S1 -1.810 -0.539 -2.371
H1 -0.224 0.476 2.271
H2 0.052 2.298 2.330
H3 -1.549 1.429 1.558
H4 2.406 -2.087 -1.159
H5 1.965 -0.472 -0.517
H6 1.931 -0.935 -2.295
H7 -0.260 1.928 -0.190
H8 -2.218 -0.346 0.657

---

What should be chosen as the most stable of them? Choose B.

---

A | C4H10N2S | ωB97M-V/def2-TZVPD

Results
**Structure (SMILES)**: C/N=C(/NC)SC
**Gap between HOMO and LUMO**: 9.29 eV
**HOMO energy**: -8.5 eV
**Spin multiplicity**: 1

Cartesian coordinates (Å):
C1 -0.689 2.408 0.113
N1 -1.121 1.027 0.016
C2 -0.307 0.062 -0.049
N2 -0.798 -1.256 -0.046
C3 -2.235 -1.509 0.020
S1 1.478 0.407 -0.150
C4 2.068 -1.265 0.200
H1 -0.570 2.836 -0.912
H2 -1.457 2.993 0.597
H3 0.246 2.544 0.673
H4 -0.260 -1.956 -0.509
H5 -2.764 -1.414 -0.939
H6 -2.671 -0.771 0.676
H7 -2.437 -2.479 0.423
H8 3.083 -1.168 0.608
H9 1.454 -1.760 0.966
H10 2.128 -1.918 -0.670

---

B | C4H10N2S | ωB97M-V/def2-TZVPD

Results
**Structure (SMILES)**: CCN/N=C\CS
**Gap between HOMO and LUMO**: 8.84 eV
**HOMO energy**: -8.1 eV
**Spin multiplicity**: 1

Cartesian coordinates (Å):
C1 -1.778 -1.086 -0.708
C2 -0.980 -0.591 0.555
N1 -0.987 0.831 0.475
N2 -0.313 1.323 -0.608
C3 0.979 1.274 -0.683
C4 1.812 0.732 0.331
S1 2.067 -0.923 -0.266
H1 -1.059 -1.038 -1.446
H2 -2.719 -0.461 -0.672
H3 -1.963 -2.104 -0.614
H4 -0.021 -0.891 0.804
H5 -1.615 -0.771 1.423
H6 -1.819 1.153 0.506
H7 1.403 1.830 -1.538
H8 2.790 1.165 0.643
H9 1.227 0.700 1.203
H10 2.977 -1.143 0.594

---

What should be chosen as the most stable of them? Choose A.

---

A | C7H3Cu4F7NO13S2 | ωB97M-V/def2-TZVPD

Results
**Gap between HOMO and LUMO (alpha / beta)**: 4.16 / 2.11 eV
**<S²>**: 6.05
**HOMO energy (alpha / beta)**: -16.0 / -16.0 eV
**Net charge**: +3
**Spin multiplicity**: 5

Cartesian coordinates (Å):
Cu1 -4.306 0.189 0.716
Cu2 -3.525 6.094 -0.360
Cu3 0.393 2.738 -1.101
Cu4 1.387 6.937 1.240
C1 0.763 -2.501 -1.555
F1 0.048 -3.394 -1.200
F2 1.161 -1.867 -0.546
F3 1.802 -3.064 -2.246
S1 -0.292 -1.320 -2.746
O1 -0.610 -2.082 -4.008
O2 -1.398 -0.934 -1.869
N1 0.714 0.125 -2.964
S2 1.386 -0.153 -4.400
O3 2.377 -1.229 -4.457
O4 0.539 -0.117 -5.547
C2 2.435 1.468 -4.513
F4 1.658 2.445 -4.912
F5 3.036 1.782 -3.304
F6 3.390 1.209 -5.410
C3 -1.816 3.091 1.922
O5 -1.195 4.176 1.730
O6 -1.522 2.119 1.247
O7 -2.977 3.176 1.589
C4 -0.040 6.316 -2.033
O8 -0.852 5.459 -2.123
O9 -0.512 7.095 -1.212
O10 1.031 5.798 -1.637
C5 0.477 -4.907 4.662
C6 -0.776 -5.100 5.378
O11 -1.545 -3.947 5.132
C7 -0.701 -2.889 4.829
O12 -0.987 -1.670 4.525
O13 0.523 -3.473 4.547
F7 -0.599 -5.217 6.639
H1 0.458 -5.147 3.599
H2 1.351 -5.171 5.257
H3 -1.276 -6.036 5.129

---

B | C7H3Cu4F7NO13S2 | ωB97M-V/def2-TZVPD

Results
**Gap between HOMO and LUMO (alpha / beta)**: 8.29 / 4.73 eV
**<S²>**: 6.04
**HOMO energy (alpha / beta)**: -19.8 / -19.8 eV
**Net charge**: +3
**Spin multiplicity**: 5

Cartesian coordinates (Å):
Cu1 -1.197 -3.388 1.121
Cu2 0.795 -1.008 -1.935
Cu3 2.628 -3.351 0.661
Cu4 3.449 0.260 -0.118
C1 -2.532 0.193 -3.270
F1 -3.652 0.682 -3.653
F2 -2.625 -0.821 -2.437
F3 -1.768 -0.162 -4.296
S1 -1.568 1.594 -2.344
O1 -1.649 2.764 -3.196
O2 -2.145 1.701 -1.026
N1 0.057 0.974 -2.259
S2 1.034 2.212 -1.895
O3 0.492 3.484 -1.534
O4 2.111 1.644 -1.070
C2 1.864 2.352 -3.673
F4 2.827 3.228 -3.578
F5 2.380 1.172 -3.948
F6 0.937 2.714 -4.504
C3 0.553 -1.349 0.732
O5 1.436 -0.590 0.275
O6 0.815 -2.399 1.415
O7 -0.348 -1.720 -0.102
C4 3.302 -2.044 -1.706
O8 2.203 -2.700 -1.653
O9 3.168 -0.824 -2.074
O10 3.876 -2.022 -0.529
C5 -1.010 0.525 4.752
C6 -2.386 0.006 5.189
O11 -2.205 -1.379 5.044
C7 -1.373 -1.565 4.032
O12 -1.332 -2.577 3.373
O13 -0.557 -0.529 3.867
F7 -3.459 0.380 4.454
H1 -0.374 0.736 5.606
H2 -1.162 1.388 4.103
H3 -2.585 0.419 6.177

---

What should be chosen as the most stable of them? Choose B.

---

A | CH2I2O2 | ωB97M-V/def2-TZVPD

Results
**Gap between HOMO and LUMO**: 8.90 eV
**HOMO energy**: -9.5 eV
**Spin multiplicity**: 1

Cartesian coordinates (Å):
C1 0.798 -0.182 1.098
O1 -1.232 -0.308 -1.399
O2 0.820 -1.243 0.565
I1 2.670 0.861 1.612
I2 -0.792 0.933 1.606
H1 -0.622 -0.614 -2.063
H2 -1.641 0.552 -1.419

---

B | CH2I2O2 | ωB97M-V/def2-TZVPD

Results
**Gap between HOMO and LUMO**: 8.88 eV
**HOMO energy**: -9.6 eV
**Spin multiplicity**: 1

Cartesian coordinates (Å):
C1 -0.470 1.163 0.513
O1 0.123 -1.380 -0.381
O2 -1.571 1.314 0.884
I1 1.076 0.247 1.668
I2 0.136 2.182 -1.244
H1 -0.357 -2.225 -0.767
H2 1.063 -1.301 -0.673

---

What should be chosen as the most stable of them? Choose A.

---

A | C4H13N2O2 | ωB97M-V/def2-TZVPD

Results
**Gap between HOMO and LUMO**: 8.35 eV
**HOMO energy**: -12.3 eV
**Net charge**: +1
**Spin multiplicity**: 1

Cartesian coordinates (Å):
O1 2.060 -1.878 0.289
C1 1.093 -1.518 0.899
C2 1.282 -0.347 1.869
N1 2.768 -0.044 1.829
H1 0.087 -1.939 0.794
H2 0.803 0.561 1.501
H3 0.902 -0.559 2.865
H4 3.215 -0.139 2.736
H5 3.104 -0.800 1.174
H6 2.947 0.890 1.479
C3 -1.788 1.978 -1.421
N2 -1.060 0.710 -1.341
C4 -1.940 -0.432 -1.529
O2 -1.309 -1.642 -1.249
H7 -2.245 2.033 -2.408
H8 -1.082 2.802 -1.331
H9 -2.554 2.112 -0.649
H10 -0.689 0.624 -0.397
H11 -2.823 -0.375 -0.872
H12 -2.323 -0.380 -2.556
H13 -0.448 -1.658 -1.682

---

B | C4H13N2O2 | ωB97M-V/def2-TZVPD

Results
**Gap between HOMO and LUMO**: 10.05 eV
**HOMO energy**: -13.3 eV
**Net charge**: +1
**Spin multiplicity**: 1

Cartesian coordinates (Å):
N1 -1.116 0.305 -1.348
C1 0.209 0.697 -0.652
C2 0.659 1.998 -1.266
C3 -0.086 1.029 0.791
N2 0.224 0.200 1.852
C4 0.971 -1.011 1.752
O1 -0.789 1.975 1.132
H1 -1.282 -0.725 -0.994
H2 -1.750 1.028 -1.050
H3 -1.037 0.276 -2.368
H4 1.027 -0.047 -0.656
H5 -0.200 2.655 -1.184
H6 1.396 2.633 -0.733
H7 1.156 1.733 -2.261
H8 0.008 0.665 2.726
H9 1.894 -0.943 1.127
H10 0.338 -1.832 1.392
H11 1.487 -1.441 2.617
H12 -1.322 -3.163 0.404
H13 -0.762 -3.390 -0.931
O2 -1.024 -2.641 -0.351

---

C | C4H13N2O2 | ωB97M-V/def2-TZVPD

Results
**Gap between HOMO and LUMO**: 11.15 eV
**HOMO energy**: -13.9 eV
**Net charge**: +1
**Spin multiplicity**: 1

Cartesian coordinates (Å):
C1 1.958 -2.745 0.442
C2 -2.271 -0.121 -0.799
C3 -0.661 1.823 -1.119
C4 1.329 -0.463 0.651
N1 -0.130 2.456 0.135
N2 1.991 -1.508 1.085
O1 1.481 0.624 1.225
O2 -0.946 0.388 -0.688
H1 1.076 -2.954 -0.139
H2 2.805 -2.893 -0.254
H3 2.116 -3.512 1.250
H4 -2.940 0.257 -0.029
H5 -2.197 -1.133 -0.835
H6 -2.694 0.277 -1.770
H7 -1.621 2.283 -1.598
H8 0.778 -0.576 -0.201
H9 -0.804 3.041 0.631
H10 0.685 3.096 -0.076
H11 0.848 1.493 0.828
H12 2.317 -1.597 2.048
H13 0.062 1.689 -1.965

---

What should be chosen as the most stable of them? Choose B.